Entry 1:
This record from the Open Molecules 2025 dataset describes 4 unconnected molecules or ions with the total composition C23H23F24O4P in a non-equilibrium geometry. The level of theory is ωB97M-V/def2-TZVPD.

**Max |F|**: 0.098 Eh/bohr
**Kohn-Sham gap**: 8.50 eV
**HOMO**: -8.28 eV

```
75
C23H23F24O4P ωB97M-V/def2-TZVPD
O 3.1007 -4.5429 1.7344
P 2.8780 -2.7818 1.7314
C 1.5754 -2.4314 0.3796
C 0.3836 -1.3793 0.8984
C -0.9970 -2.3203 0.9657
C -1.5768 -2.8200 -0.4972
C -2.9022 -3.7881 -0.4978
C -3.5674 -4.1732 0.9532
C -2.9770 -3.6746 2.4224
C -1.6312 -2.6957 2.4302
H 2.2001 -4.9991 1.7547
H 4.0973 -2.1289 1.2530
H 1.0865 -3.4771 0.0772
H 2.0594 -1.9529 -0.5966
H 0.1884 -0.5101 0.1078
H 0.6203 -0.8968 1.9380
H -1.0218 -2.4798 -1.4768
H -3.2876 -4.1600 -1.5517
H -4.5356 -4.8665 0.9195
H -3.4340 -3.9751 3.4639
H -1.1389 -2.2972 3.4329
C 2.7528 3.4078 5.4171
C 1.6180 4.2775 4.8548
C 0.3032 3.5449 4.6132
F 0.4291 2.5362 3.7209
F -0.6289 4.3914 4.0988
F 2.0540 4.9018 3.7286
F 1.3863 5.2769 5.7642
O 3.6922 2.9020 4.4649
C 3.2968 1.7066 3.7933
C 3.0867 1.9108 2.2871
F 2.1527 2.8650 2.0360
F 2.6453 0.7715 1.6947
F 2.2119 1.1843 4.4128
F 4.3076 0.8198 3.9965
H 3.3504 4.0589 6.0676
H 2.3850 2.6188 6.0866
H -0.0999 3.1363 5.5435
H 4.0169 2.2172 1.7981
C 2.4826 -2.7619 -4.8609
C 2.7661 -3.8304 -5.9278
C 2.1540 -3.5538 -7.2962
F 0.8048 -3.4705 -7.2524
F 2.4434 -4.5616 -8.1625
F 2.3879 -5.0457 -5.4499
F 4.1271 -3.9006 -6.0777
O 1.3994 -3.0332 -3.9675
C 0.1039 -2.6887 -4.4569
C -0.8019 -3.9110 -4.6573
F -0.2507 -4.8080 -5.5161
F -1.9992 -3.5522 -5.1879
F 0.2345 -1.9377 -5.5760
F -0.4379 -1.8691 -3.5166
H 3.3668 -2.7281 -4.2120
H 2.4185 -1.7512 -5.2854
H 2.5447 -2.6275 -7.7255
H -0.9840 -4.4255 -3.7084
C -3.0189 3.8565 1.7491
C -2.3861 2.6169 1.0984
C -1.1815 2.8999 0.2081
F -1.4854 3.7089 -0.8322
F -0.7062 1.7469 -0.3349
F -3.3479 1.9271 0.4297
F -1.9789 1.7910 2.1140
O -4.1630 4.4027 1.0872
C -3.8772 5.2884 0.0055
C -4.3440 4.7430 -1.3506
F -3.7777 3.5398 -1.6290
F -3.9943 5.5789 -2.3620
F -2.5608 5.6052 0.0236
F -4.5437 6.4397 0.2877
H -3.3995 3.5345 2.7265
H -2.2772 4.6303 1.9878
H -0.3671 3.3571 0.7763
H -5.4308 4.6128 -1.3693
```

***

Entry 2:
This record from the Open Molecules 2025 dataset describes a molecular structure, C16H19N3O6PdS3 in a non-equilibrium geometry. The level of theory is ωB97M-V/def2-TZVPD.

**Max |F|**: 0.025 Eh/bohr
**Charge**: -2
**Spin multiplicity**: 3
**Kohn-Sham gap (alpha / beta)**: 4.47 / 5.75 eV
**HOMO (alpha / beta)**: 0.04 / -1.49 eV

```
48
C16H19N3O6PdS3 ωB97M-V/def2-TZVPD
Pd 0.8474 -1.1336 0.0942
C 3.3456 -1.2110 4.0938
C 2.9065 -1.2057 2.6416
S 1.2011 -1.5751 2.4466
C 3.7886 -1.0026 1.6469
C 5.2734 -0.8614 1.9072
S 3.3910 -0.8382 -0.0468
H 2.4661 -1.1817 4.7361
H 3.9674 -0.3419 4.3181
H 3.9115 -2.1153 4.3431
H 5.5586 -1.2451 2.8882
H 5.5848 0.1852 1.8338
H 5.8099 -1.4188 1.1370
C 2.6408 -3.9692 0.0765
O 1.2350 -4.0865 -0.1209
C 0.4405 -3.0072 -0.0876
O -0.7451 -3.1997 -0.2343
H 3.0208 -4.9905 0.0360
H 2.8591 -3.5204 1.0459
H 3.0967 -3.3641 -0.7016
O 0.6228 1.1255 0.3035
C -0.6354 1.1225 0.2105
O -1.3009 0.0566 0.1270
C -1.3626 2.4388 0.1009
C -0.6550 3.6388 0.2355
C -1.3313 4.8486 0.1061
C -2.6853 4.8838 -0.1694
C -3.4024 3.6794 -0.3313
C -2.7203 2.4578 -0.1675
N -4.7476 3.7058 -0.6584
O -5.3555 2.6020 -0.8920
O -5.3493 4.8362 -0.7366
H 0.4051 3.5975 0.4456
H -0.7887 5.7826 0.2108
H -3.2265 5.8130 -0.2695
H -3.2738 1.5346 -0.2410
S 0.9209 -1.1579 -2.5425
C -0.7569 -1.0675 -2.5949
N -1.5816 -2.1360 -2.7026
C -2.9662 -1.7257 -2.4680
C -2.9046 -0.2020 -2.6580
N -1.4699 0.0622 -2.7252
H -1.2612 -2.9798 -2.2525
H -3.2827 -1.9940 -1.4580
H -3.6312 -2.1997 -3.1915
H -3.3673 0.3444 -1.8386
H -3.3761 0.1082 -3.5932
H -1.1167 0.9072 -2.3032
```

***

Entry 3:
This record from the Open Molecules 2025 dataset describes 12 unconnected molecules or ions with the total composition C31H69Cl10N7O7 in a non-equilibrium geometry. The level of theory is ωB97M-V/def2-TZVPD.

**Max |F|**: 0.095 Eh/bohr
**Kohn-Sham gap**: 9.29 eV
**ΔE to the lowest compared entry with this formula, charge and spin**: 1.3686 eV
**HOMO**: -9.29 eV

```
124
C31H69Cl10N7O7 ωB97M-V/def2-TZVPD
C 3.6527 -2.3772 -0.5976
C 3.7241 -0.9669 -0.8222
O 2.8990 -0.1766 -0.4378
N 4.7140 -0.4200 -1.5492
C 5.7501 -1.0632 -2.2856
H 2.9116 -2.6012 0.1697
H 4.5629 -2.6913 -0.0867
H 3.4835 -2.9192 -1.5280
H 4.6339 0.5596 -1.7816
H 5.6565 -0.8532 -3.3510
H 5.7316 -2.1336 -2.0804
H 6.6757 -0.7231 -1.8211
C 2.3260 4.1392 2.3269
C 1.3518 4.4809 1.1534
O 1.7107 4.3541 -0.0364
N 0.1347 4.9551 1.4132
C -0.7777 5.3824 0.4179
H 2.3034 3.0663 2.5181
H 1.9184 4.6879 3.1760
H 3.3542 4.4652 2.1698
H -0.2537 4.9334 2.3453
H -0.7056 4.8003 -0.5008
H -0.6594 6.4338 0.1557
H -1.8141 5.2552 0.7306
C 1.6182 1.6340 -4.9924
C 3.1113 1.5320 -4.5578
O 3.8481 1.1168 -5.3975
N 3.5099 1.8404 -3.3730
C 2.7630 2.6380 -2.3853
H 1.0895 2.4200 -4.4530
H 1.1535 0.6482 -5.0092
H 1.6095 1.9509 -6.0353
H 4.5091 1.6996 -3.3297
H 2.0455 2.0011 -1.8680
H 2.1553 3.3836 -2.8980
H 3.4752 3.0830 -1.6904
C -1.1748 0.8801 -1.6048
C -1.4070 -0.1117 -0.3967
O -2.1260 -1.0910 -0.6376
N -0.7227 -0.0127 0.7727
C -0.0217 1.0628 1.2883
H -0.1194 0.8334 -1.8733
H -1.2983 1.9256 -1.3224
H -1.7801 0.5482 -2.4483
H -0.9447 -0.7237 1.4548
H 0.7358 1.5018 0.6391
H 0.4912 0.7089 2.1826
H -0.5520 1.9560 1.6186
C -3.3958 -1.1830 3.9411
C -1.9928 -1.6700 3.9253
O -1.3450 -1.7493 2.8891
N -1.5452 -2.1776 5.0559
C -0.2418 -2.7884 5.3311
H -3.4485 -0.3601 3.2283
H -3.5240 -0.9588 5.0001
H -4.0827 -1.9897 3.6851
H -2.2278 -2.3491 5.7803
H 0.6293 -2.4891 4.7482
H -0.3163 -3.8672 5.1940
H 0.0230 -2.6405 6.3781
C 0.6133 1.2413 5.2297
C 1.2412 0.5547 6.4160
O 1.9939 -0.4167 6.2336
N 1.0364 1.0453 7.6710
C 1.5565 0.4995 8.8944
H -0.3755 1.4948 5.6121
H 0.5265 0.6649 4.3087
H 1.0612 2.2155 5.0339
H 0.2590 1.6862 7.7417
H 2.1651 -0.3424 8.5643
H 0.7377 0.3067 9.5875
H 2.2394 1.1607 9.4279
C -4.6393 3.2245 -4.3339
C -3.3747 2.7553 -5.1469
O -2.6624 1.7747 -4.9405
N -2.9887 3.6288 -6.0355
C -1.7558 3.4807 -6.7561
H -5.1302 4.0776 -4.8023
H -4.3418 3.5237 -3.3289
H -5.4235 2.4762 -4.2187
H -3.2188 4.6063 -5.9271
H -1.7529 4.3139 -7.4589
H -1.8216 2.6701 -7.4818
H -0.8636 3.3825 -6.1376
Cl 1.4737 -5.1316 1.5029
C 0.0803 -4.0519 1.6785
C -0.4905 -3.8020 0.2522
Cl -1.0485 -5.4082 -0.3717
H 0.4783 -3.1009 2.0324
H -0.6629 -4.4506 2.3691
H 0.2396 -3.4429 -0.4731
H -1.3682 -3.1557 0.2468
Cl -5.7578 -2.7453 -4.9922
C -4.2412 -1.7759 -4.8758
C -4.0425 -1.0737 -3.4870
Cl -5.5248 -0.2224 -2.8867
H -4.2934 -0.9401 -5.5735
H -3.3968 -2.4344 -5.0792
H -3.2591 -0.3450 -3.6953
H -3.7429 -1.6555 -2.6153
Cl -5.3331 -4.8845 1.7107
C -4.3807 -3.6091 0.9137
C -5.2836 -2.8175 -0.0197
Cl -6.4206 -2.0045 1.0136
H -3.5947 -4.0654 0.3119
H -3.9839 -2.9537 1.6889
H -5.9195 -3.3751 -0.7073
H -4.6955 -2.0770 -0.5619
Cl 1.2339 -3.6834 -5.6033
C 1.5323 -2.5838 -4.1894
C 0.2828 -2.2090 -3.4299
Cl -0.8918 -1.3625 -4.5179
H 2.0637 -1.6509 -4.3779
H 2.1779 -3.2661 -3.6364
H 0.4531 -1.5400 -2.5864
H -0.0301 -3.1451 -2.9673
Cl 4.4186 -3.1465 2.9581
C 3.9696 -1.6415 3.7687
C 3.3537 -0.6185 2.7733
Cl 3.2401 0.9549 3.6361
H 4.8834 -1.3232 4.2705
H 3.2424 -1.8981 4.5390
H 2.3802 -0.8615 2.3473
H 3.9919 -0.3180 1.9424
```